Below is a 7-piece molecular cluster, C39H49F2N9O2S2 overall at a distorted geometry, with properties calculated with ωB97M-V/def2-TZVPD.

Computed properties:
- Orbital gap: 8.42 eV
- Calculated total energy: -3154.85360 a.u.
- SMILES: O=C(F)N(C(=O)F)N1c2ccccc2Sc2cccc(N=C=S)c21.CCCC#N.CCCC#N.CCCC#N.CCCC#N.CCCC#N.CCCC#N
- HOMO level: -8.10 eV

Each line ends with the Löwdin charge.
Cartesian coordinates (Å):
O (3.07, -5.87, -0.75)  0.1986
C (2.77, -4.89, -0.17)  -0.5261
F (2.75, -4.87, 1.14)  0.1557
N (2.34, -3.71, -0.79)  0.1330
C (3.21, -3.26, -1.81)  -0.4935
O (2.88, -2.70, -2.79)  0.2185
F (4.48, -3.51, -1.56)  0.1637
N (1.85, -2.68, 0.10)  0.0320
C (0.43, -2.52, -0.05)  -0.2135
C (-0.38, -3.45, 0.60)  -0.0057
C (-1.76, -3.39, 0.48)  -0.0645
C (-2.35, -2.38, -0.26)  -0.0855
C (-1.56, -1.45, -0.91)  -0.0974
C (-0.17, -1.54, -0.81)  -0.4359
S (0.81, -0.35, -1.68)  1.0579
C (2.26, -0.34, -0.67)  -0.4351
C (3.01, 0.83, -0.66)  -0.0952
C (4.13, 0.91, 0.15)  -0.0530
C (4.49, -0.19, 0.91)  -0.0223
C (3.75, -1.36, 0.89)  -0.1826
N (4.17, -2.46, 1.72)  0.1201
C (5.31, -2.85, 1.55)  -0.7812
S (6.76, -3.34, 1.33)  0.7887
C (2.61, -1.46, 0.09)  -0.1696
H (0.08, -4.23, 1.19)  0.1113
H (-2.36, -4.13, 0.98)  0.1051
H (-3.42, -2.29, -0.35)  0.0661
H (-1.99, -0.64, -1.49)  0.0937
H (2.69, 1.67, -1.25)  0.1038
H (4.69, 1.83, 0.18)  0.1100
H (5.37, -0.12, 1.54)  0.1187
C (3.74, -2.09, 7.00)  -0.1219
C (2.79, -2.94, 6.17)  -0.2576
C (2.83, -2.59, 4.67)  -0.2025
C (2.44, -1.20, 4.45)  -0.2456
N (2.13, -0.11, 4.27)  0.1385
H (3.47, -1.03, 6.95)  0.0697
H (3.71, -2.39, 8.05)  0.0705
H (4.77, -2.19, 6.65)  0.0204
H (1.78, -2.83, 6.54)  0.1071
H (3.06, -4.00, 6.28)  0.1047
H (2.15, -3.24, 4.11)  0.1142
H (3.84, -2.74, 4.27)  0.0711
C (-5.78, -0.38, -2.86)  -0.1078
C (-6.49, 0.66, -2.00)  -0.2727
C (-5.58, 1.26, -0.93)  -0.2083
C (-5.10, 0.21, -0.02)  -0.2299
N (-4.70, -0.60, 0.69)  0.1598
H (-5.45, -1.23, -2.27)  0.0640
H (-6.45, -0.76, -3.63)  0.0702
H (-4.91, 0.06, -3.35)  0.0679
H (-7.36, 0.20, -1.52)  0.1089
H (-6.86, 1.46, -2.63)  0.0867
H (-6.12, 2.01, -0.34)  0.1206
H (-4.72, 1.74, -1.38)  0.0487
C (-3.00, 4.14, 2.79)  -0.1105
C (-2.75, 2.66, 3.08)  -0.2546
C (-1.65, 2.05, 2.21)  -0.1714
C (-2.01, 2.13, 0.79)  -0.2087
N (-2.31, 2.19, -0.31)  0.1827
H (-3.34, 4.28, 1.76)  0.0666
H (-3.76, 4.54, 3.45)  0.0714
H (-2.09, 4.72, 2.93)  0.0761
H (-3.68, 2.10, 2.94)  0.1079
H (-2.46, 2.55, 4.13)  0.1099
H (-1.50, 1.00, 2.46)  0.1226
H (-0.71, 2.57, 2.36)  0.1238
C (-3.45, 6.33, -4.54)  -0.1094
C (-2.70, 5.87, -3.29)  -0.2520
C (-2.52, 4.35, -3.25)  -0.1783
C (-3.81, 3.67, -3.24)  -0.2123
N (-4.83, 3.14, -3.25)  0.1874
H (-4.46, 5.92, -4.56)  0.0688
H (-3.54, 7.41, -4.57)  0.0761
H (-2.93, 6.01, -5.45)  0.0567
H (-3.24, 6.21, -2.40)  0.1117
H (-1.71, 6.34, -3.27)  0.1092
H (-1.97, 4.05, -2.35)  0.0954
H (-1.95, 4.01, -4.11)  0.1221
C (-6.60, 3.64, -8.44)  -0.1091
C (-5.38, 2.79, -8.08)  -0.2584
C (-4.41, 3.51, -7.14)  -0.1927
C (-3.88, 4.73, -7.75)  -0.2517
N (-3.48, 5.69, -8.24)  0.1521
H (-6.30, 4.55, -8.97)  0.0707
H (-7.28, 3.09, -9.08)  0.0715
H (-7.14, 3.94, -7.54)  0.0774
H (-4.86, 2.51, -9.00)  0.1112
H (-5.71, 1.87, -7.60)  0.1081
H (-3.57, 2.86, -6.90)  0.1181
H (-4.91, 3.77, -6.21)  0.0996
C (9.16, -5.33, 4.46)  -0.1059
C (9.48, -4.32, 5.56)  -0.2571
C (8.35, -4.19, 6.59)  -0.1774
C (7.11, -3.73, 5.95)  -0.1926
N (6.15, -3.38, 5.45)  0.1867
H (8.29, -5.02, 3.88)  0.0515
H (10.00, -5.41, 3.77)  0.0741
H (8.97, -6.32, 4.87)  0.0788
H (9.68, -3.35, 5.11)  0.1119
H (10.39, -4.63, 6.08)  0.1078
H (8.62, -3.47, 7.36)  0.1193
H (8.15, -5.15, 7.07)  0.1222

=====

Below is a 2-piece molecular cluster, C4H6O2 overall, with properties calculated with ωB97M-V/def2-TZVPD.

Computed properties:
- Orbital gap: 10.45 eV
- Calculated total energy: -306.39727 a.u.
- SMILES: O=C1CC1.C=O
- HOMO level: -9.53 eV

Each line ends with the natural charge from an NBO analysis.
Cartesian coordinates (Å):
O (0.80, -0.33, -1.36)  -0.5047
C (-0.27, -0.04, -0.88)  0.6078
C (-1.72, -0.27, -0.86)  -0.5373
C (-1.01, 0.71, 0.13)  -0.5312
H (-2.34, 0.17, -1.64)  0.2399
H (-2.08, -1.22, -0.47)  0.2383
H (-1.18, 1.78, -0.02)  0.2435
H (-0.90, 0.42, 1.17)  0.2532
C (2.21, -0.33, 1.01)  0.2924
O (1.81, 0.54, 1.74)  -0.5255
H (3.07, -0.20, 0.33)  0.1192
H (1.73, -1.33, 0.98)  0.1042

=====

Below is a 5-piece molecular cluster, C26H60Br2O12 overall at a distorted geometry, with properties calculated with ωB97M-V/def2-TZVPD.

Computed properties:
- Orbital gap: 9.53 eV
- Calculated total energy: -7077.20913 a.u.
- SMILES: COCCOCCOC.COCCOCCOC.COCCOCCOC.COCCOCCOC.BrCCBr
- HOMO level: -8.90 eV

Each line ends with the Löwdin charge.
Cartesian coordinates (Å):
C (-12.64, -20.26, 6.73)  -0.0790
O (-12.85, -20.09, 5.31)  -0.1963
C (-13.47, -18.87, 4.96)  -0.2054
C (-12.44, -17.82, 4.62)  -0.2097
O (-11.71, -18.12, 3.45)  -0.1539
C (-10.92, -17.03, 2.97)  -0.1656
C (-9.54, -17.07, 3.58)  -0.1888
O (-8.82, -18.13, 2.96)  -0.2089
C (-8.36, -19.15, 3.79)  -0.1164
H (-12.27, -21.25, 7.03)  0.0856
H (-13.56, -20.10, 7.30)  0.0889
H (-11.89, -19.60, 7.11)  0.0654
H (-14.02, -18.47, 5.86)  0.1300
H (-14.24, -18.94, 4.15)  0.1410
H (-11.74, -17.71, 5.45)  0.1200
H (-12.94, -16.89, 4.53)  0.1102
H (-11.53, -16.16, 3.22)  0.1228
H (-10.79, -17.19, 1.93)  0.1102
H (-9.51, -17.15, 4.74)  0.1475
H (-9.06, -16.08, 3.39)  0.1228
H (-8.38, -20.07, 3.21)  0.0695
H (-8.95, -19.30, 4.75)  0.1049
H (-7.32, -19.09, 4.16)  0.0868
C (-7.78, -16.86, 0.02)  -0.1167
O (-7.12, -18.01, -0.37)  -0.1592
C (-7.98, -19.10, -0.37)  -0.2570
C (-7.30, -20.27, -0.96)  -0.2416
O (-6.48, -20.87, -0.02)  -0.1330
C (-5.65, -21.86, -0.55)  -0.1828
C (-4.24, -21.75, 0.05)  -0.1665
O (-3.44, -20.85, -0.76)  -0.2186
C (-3.75, -19.42, -0.52)  -0.0610
H (-8.02, -16.88, 1.11)  0.0796
H (-8.66, -16.66, -0.63)  0.0982
H (-7.12, -16.01, -0.11)  0.0846
H (-8.84, -18.95, -1.10)  0.1307
H (-8.51, -19.26, 0.62)  0.1101
H (-6.75, -19.97, -1.83)  0.1221
H (-8.05, -21.01, -1.26)  0.1348
H (-5.53, -21.63, -1.62)  0.1350
H (-6.03, -22.82, -0.31)  0.1124
H (-3.67, -22.66, -0.01)  0.1143
H (-4.37, -21.36, 1.05)  0.1151
H (-2.81, -18.90, -0.62)  0.0699
H (-4.30, -19.31, 0.40)  0.0738
H (-4.44, -19.08, -1.38)  0.1051
C (-14.87, -23.36, 5.27)  -0.0887
O (-13.55, -23.53, 5.83)  -0.2001
C (-12.94, -24.77, 5.41)  -0.2147
C (-13.63, -26.06, 5.80)  -0.2311
O (-14.82, -26.31, 5.06)  -0.1717
C (-15.56, -27.39, 5.66)  -0.1422
C (-16.85, -27.43, 4.76)  -0.2099
O (-17.79, -26.46, 5.21)  -0.1644
C (-18.75, -26.50, 4.16)  -0.1208
H (-15.05, -23.62, 4.25)  0.0552
H (-15.03, -22.23, 5.33)  0.0984
H (-15.71, -23.87, 5.83)  0.1007
H (-11.86, -24.81, 5.80)  0.1499
H (-12.95, -24.79, 4.28)  0.1246
H (-13.76, -25.90, 6.89)  0.1324
H (-12.81, -26.85, 5.71)  0.1432
H (-15.71, -27.09, 6.74)  0.1384
H (-15.00, -28.35, 5.67)  0.1241
H (-17.30, -28.46, 4.71)  0.1355
H (-16.52, -27.18, 3.77)  0.0833
H (-19.24, -27.51, 4.16)  0.1070
H (-18.27, -26.29, 3.20)  0.0679
H (-19.43, -25.63, 4.20)  0.0954
C (-13.19, -23.35, -1.41)  -0.0847
O (-13.01, -24.32, -0.33)  -0.2305
C (-12.69, -25.64, -0.76)  -0.2130
C (-13.46, -26.52, 0.15)  -0.2077
O (-14.86, -26.41, -0.06)  -0.1015
C (-15.57, -26.27, 1.12)  -0.2308
C (-16.01, -24.85, 1.34)  -0.2004
O (-16.71, -24.40, 0.18)  -0.1701
C (-16.96, -23.02, 0.13)  -0.1119
H (-13.45, -22.46, -0.92)  0.0337
H (-13.89, -23.68, -2.21)  0.0911
H (-12.20, -23.22, -2.05)  0.1206
H (-11.61, -25.92, -0.71)  0.1338
H (-13.06, -25.83, -1.81)  0.1366
H (-13.19, -26.21, 1.20)  0.1408
H (-13.21, -27.59, 0.02)  0.1322
H (-15.08, -26.64, 2.00)  0.1056
H (-16.48, -26.88, 1.01)  0.1350
H (-15.16, -24.21, 1.58)  0.1102
H (-16.62, -24.79, 2.23)  0.1108
H (-17.96, -22.72, 0.44)  0.0795
H (-16.91, -22.77, -0.94)  0.0930
H (-16.25, -22.54, 0.81)  0.0831
Br (-11.34, -20.45, 0.56)  0.6881
C (-12.14, -21.40, 2.01)  -0.6685
C (-10.95, -22.01, 2.86)  -0.6732
Br (-10.04, -23.45, 1.90)  0.5815
H (-12.80, -22.22, 1.62)  0.0650
H (-12.64, -20.70, 2.63)  0.0135
H (-11.40, -22.54, 3.75)  0.0578
H (-10.15, -21.24, 3.08)  0.0368

=====

Below is one molecule with the formula C14H18BrNO3S, with properties calculated with ωB97M-V/def2-TZVPD.

Computed properties:
- Orbital gap: 9.33 eV
- Calculated total energy: -3796.96102 a.u.
- SMILES: CCc1sc(C(=O)N2CCC3(CC2)OCCO3)cc1Br
- HOMO level: -8.71 eV

Each line ends with the natural charge from an NBO analysis.
Cartesian coordinates (Å):
C (-5.43, -1.53, -0.29)  -0.5920
C (-4.58, -1.08, 0.90)  -0.4385
C (-3.17, -0.83, 0.49)  -0.1975
S (-2.00, -2.10, 0.48)  0.5121
C (-0.77, -1.03, -0.11)  -0.2955
C (0.53, -1.66, -0.43)  0.6424
O (0.56, -2.81, -0.84)  -0.6223
N (1.66, -0.93, -0.27)  -0.4224
C (1.75, 0.37, 0.37)  -0.2163
C (3.06, 0.49, 1.14)  -0.4476
C (4.27, 0.40, 0.20)  0.5464
C (3.93, -0.47, -1.03)  -0.4758
C (2.91, -1.54, -0.67)  -0.2199
O (5.36, -0.14, 0.93)  -0.5290
C (6.55, 0.44, 0.42)  -0.1001
C (6.06, 1.65, -0.41)  -0.0995
O (4.67, 1.69, -0.18)  -0.5291
C (-1.26, 0.23, -0.33)  -0.2389
C (-2.62, 0.32, 0.01)  -0.1487
Br (-3.59, 1.94, -0.16)  0.0562
H (-6.45, -1.71, 0.02)  0.2110
H (-5.44, -0.76, -1.06)  0.2125
H (-5.02, -2.44, -0.72)  0.2090
H (-4.60, -1.85, 1.67)  0.2185
H (-5.00, -0.16, 1.32)  0.2291
H (0.91, 0.49, 1.06)  0.2290
H (1.70, 1.17, -0.38)  0.1894
H (3.14, -0.32, 1.87)  0.2291
H (3.09, 1.44, 1.66)  0.2385
H (3.53, 0.18, -1.81)  0.2209
H (4.84, -0.95, -1.40)  0.2256
H (3.30, -2.16, 0.15)  0.1986
H (2.71, -2.20, -1.52)  0.2414
H (7.17, 0.73, 1.27)  0.1907
H (7.10, -0.28, -0.19)  0.1728
H (6.28, 1.51, -1.47)  0.1693
H (6.49, 2.60, -0.07)  0.1947
H (-0.70, 1.05, -0.74)  0.2356